# 1
Density functional theory data (the ωB97M-V functional and the def2-TZVPD basis) for 11 unconnected molecules or ions with the total composition C22H66O22 in a non-equilibrium geometry.

Results
molecular weight: 682.7 g/mol
energy above the lowest of the compared OMol25 structures with the same formula, charge and spin: 326.12 kcal/mol
frontier orbital gap: 9.40 eV
HOMO level: -9.16 eV
electronic energy: -68910.869 eV
SMILES string: OCCO.OCCO.OCCO.OCCO.OCCO.OCCO.OCCO.OCCO.OCCO.OCCO.OCCO
total charge: 0
2S+1: 1
LUMO: 0.24 eV
maximum force: 9.344 eV/A

Each line ends with the Mulliken charge.
Atoms and positions in Å:
O (0.2773, 5.0906, 1.0818)  -0.5541
C (1.4303, 4.2906, 0.9178)  -0.1858
C (1.1143, 3.4256, -0.3972)  -0.7411
O (2.3063, 2.7216, -0.6882)  -0.6390
H (-0.1797, 5.2446, 0.3608)  0.2908
H (2.1963, 4.9606, 0.9628)  0.3259
H (1.5463, 3.5326, 1.8108)  -0.0383
H (1.0813, 4.0836, -1.0622)  0.8508
H (0.2793, 2.8296, -0.6552)  0.3928
H (2.5813, 2.0186, -0.1252)  0.2500
O (3.3763, 1.3106, 1.6278)  -0.4697
C (3.5703, -0.1154, 1.7808)  0.2782
C (5.0233, -0.3404, 1.5178)  -1.1073
O (5.1643, -1.6294, 1.8468)  -0.4212
H (4.0743, 1.9216, 2.1218)  0.2188
H (3.2933, -0.1204, 2.7418)  0.5070
H (2.7853, -0.8204, 1.3048)  -0.2685
H (5.3543, 0.3836, 2.0738)  0.7276
H (5.1873, -0.1214, 0.5038)  0.2943
H (6.0593, -1.7784, 2.0158)  0.2515
O (0.1063, 3.8036, -5.6442)  -0.5592
C (-0.0637, 2.7896, -4.6232)  0.4037
C (1.2363, 2.0346, -4.1892)  -0.7038
O (1.0233, 1.2866, -3.0202)  0.1034
H (-0.4757, 4.4836, -5.2012)  0.3751
H (-0.5327, 2.9846, -3.6362)  -0.3674
H (-0.8887, 2.1026, -5.0412)  0.1185
H (2.1063, 2.7456, -4.1002)  0.3218
H (1.4463, 1.4306, -4.9792)  0.4033
H (1.3143, 1.8036, -2.1712)  -0.0037
O (0.2583, 1.4306, 4.4168)  -0.3333
C (0.4923, 1.1746, 5.7258)  -0.3775
C (1.4493, 0.0346, 5.8448)  -0.1929
O (1.8243, -0.2094, 7.1768)  -0.6278
H (-0.0377, 2.3476, 4.2848)  0.2160
H (0.6903, 2.0906, 6.3778)  0.3490
H (-0.4507, 0.9956, 6.1588)  0.2761
H (2.2953, 0.2756, 5.4368)  0.2226
H (1.0813, -0.9864, 5.5388)  0.1503
H (1.3513, -0.7954, 7.6098)  0.3160
O (0.0713, -2.6244, 3.4458)  -0.4578
C (0.4193, -3.8244, 2.8758)  -0.0192
C (1.5613, -3.8284, 1.8858)  0.1070
O (1.6813, -5.1704, 1.3038)  -0.5979
H (0.2473, -1.9374, 2.6538)  0.2254
H (0.7173, -4.3454, 3.6948)  0.3453
H (-0.6257, -4.1434, 2.4408)  0.0208
H (2.5563, -3.6154, 2.2518)  0.3259
H (1.4913, -2.9084, 1.1718)  -0.2548
H (0.8183, -5.4044, 0.8168)  0.3323
O (-0.3747, -0.5104, 1.8658)  -0.0064
C (-1.3397, -0.1634, 0.8958)  -0.3109
C (-0.6057, -0.2284, -0.4412)  0.7092
O (-1.3257, 0.4116, -1.5472)  -0.5425
H (0.1243, 0.1576, 2.2758)  -0.1265
H (-2.0777, -0.9174, 1.1518)  0.2752
H (-1.7277, 0.9266, 0.9948)  -0.0078
H (-0.4817, -1.2254, -0.7732)  -0.2177
H (0.3203, 0.2376, -0.3072)  -0.1209
H (-0.7817, 0.5986, -2.4232)  0.2112
O (-1.9317, -3.1844, -5.4952)  -0.5638
C (-1.7627, -1.7994, -5.0802)  0.3175
C (-3.2367, -1.2534, -5.0792)  -0.6237
O (-3.1317, 0.0196, -4.7072)  -0.4102
H (-2.2427, -3.2224, -6.3742)  0.3004
H (-1.4297, -1.8124, -3.9952)  -0.1951
H (-1.1997, -1.2464, -5.8182)  0.2394
H (-3.9667, -1.9944, -4.5682)  0.3091
H (-3.6457, -1.2134, -6.0502)  0.4375
H (-3.9417, 0.3076, -4.1092)  0.2563
O (4.1083, 0.0996, -2.8972)  -0.5962
C (3.2583, -0.8934, -2.3472)  -0.3478
C (4.1303, -2.1034, -2.0622)  -1.2357
O (3.4043, -3.2124, -1.5002)  -0.4741
H (4.8333, 0.3836, -2.3572)  0.3101
H (2.6763, -0.6464, -1.5022)  -0.0582
H (2.4453, -0.8944, -2.8752)  1.1120
H (4.7503, -1.8934, -1.4092)  0.3823
H (4.7043, -2.5034, -2.7552)  0.6565
H (2.9783, -3.6734, -2.0812)  0.2449
O (-3.7567, 4.9706, -0.3442)  -0.5677
C (-3.9797, 3.7286, -0.8072)  0.0224
C (-3.0717, 3.5196, -1.9982)  -0.3876
O (-3.1237, 2.2066, -2.6102)  -0.4328
H (-4.4967, 5.0226, 0.3488)  0.3476
H (-3.7257, 2.9166, 0.0438)  -0.3172
H (-4.9677, 3.6146, -0.9872)  0.6130
H (-1.9687, 3.5586, -1.8342)  -0.2703
H (-3.1767, 4.1526, -2.7812)  0.6647
H (-2.5747, 1.7446, -2.0262)  0.4292
O (-0.9407, -5.3734, 0.1808)  -0.4908
C (-0.8297, -5.6624, -1.1532)  -0.5679
C (-1.2327, -4.5504, -2.1452)  0.1393
O (-1.0157, -4.9434, -3.4312)  -0.5672
H (-1.8157, -5.0064, 0.3948)  0.3014
H (0.1643, -5.8744, -1.4722)  0.3339
H (-1.4697, -6.5474, -1.5492)  0.2552
H (-0.5587, -3.5944, -1.8812)  -0.1241
H (-2.3157, -4.2244, -2.0682)  0.3041
H (-1.3447, -4.3764, -4.1482)  0.3585
O (-3.7487, 1.9856, 2.4718)  -0.4433
C (-3.6987, 1.2186, 3.7028)  -0.4707
C (-3.2957, 1.9046, 5.0008)  0.0838
O (-3.5947, 1.0916, 6.1068)  -0.5085
H (-4.2127, 1.5196, 1.7638)  0.2660
H (-4.6497, 0.6786, 3.8768)  0.3802
H (-3.2657, 0.1986, 3.7478)  0.1753
H (-3.7547, 2.9626, 4.9758)  0.3197
H (-2.2137, 2.0126, 4.9118)  -0.1641
H (-3.5767, 1.6876, 6.8388)  0.3139

Atoms 1-3, force components in eV/Å:
2.71 -0.63 6.96
-4.83 -4.36 0.55
4.13 -3.15 6.12

---

# 2
Density functional theory data (the ωB97M-V functional and the def2-TZVPD basis) for a molecular structure, C25H16ClCuN3OS in a non-equilibrium geometry.

Results
molecular weight: 505.5 g/mol
energy above the lowest of the compared OMol25 structures with the same formula, charge and spin: 3.19 kcal/mol
frontier orbital gap (alpha / beta): 6.60 / 6.57 eV
<S²>: 0.75
HOMO level (alpha / beta): -7.22 / -7.18 eV
electronic energy: -100699.906 eV
total charge: 0
2S+1: 2
LUMO (alpha / beta): -0.62 / -0.61 eV
maximum force: 1.359 eV/A

Each line ends with the natural charge from an NBO analysis.
Atoms and positions in Å:
Cu (-0.2947, 0.0696, 0.2615)  1.3360
Cl (-4.5528, -3.7444, -3.7700)  -0.0202
C (-3.8358, -2.5500, -2.7359)  -0.1022
C (-4.5281, -2.1419, -1.5864)  -0.1733
C (-3.9720, -1.2107, -0.7603)  -0.2815
C (-2.6819, -0.6511, -0.9965)  0.4407
O (-2.2357, 0.2400, -0.2078)  -0.7836
C (-1.9803, -1.1134, -2.1652)  -0.2577
C (-0.6749, -0.6759, -2.4757)  0.2207
N (0.1005, -0.0535, -1.6463)  -0.5872
C (1.3479, 0.4145, -1.9771)  0.1379
C (2.1276, -0.0290, -3.0298)  -0.2258
C (3.3817, 0.5327, -3.2803)  -0.1910
C (3.8660, 1.5624, -2.5167)  -0.1924
C (3.1162, 2.0389, -1.4221)  -0.1014
C (3.5522, 3.0652, -0.5571)  -0.1249
C (2.7890, 3.4034, 0.5295)  -0.2594
C (1.5806, 2.7232, 0.7466)  0.0742
N (1.1348, 1.7892, -0.0534)  -0.4996
C (1.8651, 1.4376, -1.1283)  0.2202
C (-2.6126, -2.0212, -3.0375)  -0.1628
H (-5.4947, -2.5699, -1.3668)  0.2247
H (-4.4933, -0.8776, 0.1245)  0.2220
H (-0.3278, -0.8909, -3.4888)  0.1698
H (1.7842, -0.8386, -3.6557)  0.2146
H (3.9748, 0.1332, -4.0905)  0.2192
H (4.8360, 1.9912, -2.7226)  0.2145
H (4.4915, 3.5610, -0.7577)  0.2195
H (3.1045, 4.1750, 1.2164)  0.2258
H (0.9648, 2.9546, 1.6064)  0.2001
H (-2.1062, -2.3226, -3.9414)  0.2156
S (0.7547, -2.8311, 3.4147)  0.3824
C (1.2043, -3.6079, 1.9554)  -0.3898
C (0.9854, -2.8400, 0.8492)  -0.2976
C (0.4372, -1.5747, 1.1418)  -0.3755
C (0.2491, -1.4282, 2.4958)  -0.3374
C (-0.3386, -0.2476, 3.0405)  0.2223
C (-0.5524, 0.0107, 4.3992)  -0.2463
C (-1.1310, 1.2052, 4.7662)  -0.1412
C (-1.5244, 2.1044, 3.7810)  -0.2911
C (-1.2926, 1.7738, 2.4585)  0.0764
N (-0.6966, 0.6511, 2.1110)  -0.5231
H (1.6118, -4.5994, 2.0092)  0.2291
H (1.2051, -3.1871, -0.1453)  0.2153
H (-0.2565, -0.7276, 5.1272)  0.2253
H (-1.2844, 1.4451, 5.8068)  0.2199
H (-2.0017, 3.0364, 4.0288)  0.2237
H (-1.5959, 2.4161, 1.6451)  0.2151

Atoms 1-3, force components in eV/Å:
-0.05 0.08 0.22
-0.11 -0.13 -0.19
0.26 0.08 -0.25

---

# 3
Density functional theory data (the ωB97M-V functional and the def2-TZVPD basis) for a molecular structure, C39H34CrN6P2SSe2.

Results
molecular weight: 890.7 g/mol
energy above the lowest of the compared OMol25 structures with the same formula, charge and spin: 0.00 kcal/mol
frontier orbital gap (alpha / beta): 6.87 / 7.49 eV
<S²>: 3.86
HOMO level (alpha / beta): -9.97 / -9.97 eV
electronic energy: -238460.508 eV
total charge: +1
2S+1: 4
LUMO (alpha / beta): -3.10 / -2.48 eV
maximum force: 0.348 eV/A

Each line ends with the Mulliken charge.
Atoms and positions in Å:
Cr (2.0286, -0.0608, 1.4005)  0.0730
Se (-4.3333, 0.9506, -0.8276)  -0.3172
P (-3.0773, -0.4367, -1.7644)  1.0672
C (-2.6233, -0.0411, -3.4708)  -0.0859
C (-1.6414, -0.7923, -4.1174)  0.0216
C (-1.3120, -0.5106, -5.4325)  -0.7478
C (-1.9705, 0.5133, -6.1080)  -0.5406
C (-2.9456, 1.2589, -5.4647)  -0.6882
C (-3.2706, 0.9860, -4.1424)  -0.3899
C (-3.7272, -2.1184, -1.8048)  0.7023
C (-4.0891, -2.7352, -2.9948)  -0.4426
C (-4.6769, -3.9934, -2.9711)  -0.6888
C (-4.9036, -4.6312, -1.7627)  -0.4992
C (-4.5505, -4.0096, -0.5698)  -0.6974
C (-3.9714, -2.7553, -0.5895)  -0.4212
C (-1.4878, -0.6358, -0.9029)  0.6956
C (-0.6545, 0.2336, -0.2086)  -0.9824
N (0.3680, -0.5267, 0.2634)  1.1401
N (0.1674, -1.7851, -0.1269)  -0.7829
N (-0.9272, -1.8676, -0.8204)  -0.6337
P (-0.5838, 1.9834, 0.1739)  0.3850
Se (1.4124, 2.3278, 1.0014)  -0.2703
C (-1.8497, 2.4116, 1.3686)  0.7851
C (-1.8130, 1.7311, 2.5843)  -0.3322
C (-2.7723, 1.9807, 3.5480)  -0.9214
C (-3.7636, 2.9234, 3.3058)  -0.5996
C (-3.8044, 3.5982, 2.0956)  -0.7934
C (-2.8573, 3.3357, 1.1180)  -0.3732
C (-0.7024, 2.9370, -1.3387)  0.6761
C (-0.8350, 4.3250, -1.2780)  -0.5713
C (-0.7832, 5.0709, -2.4422)  -0.8310
C (-0.5743, 4.4425, -3.6637)  -0.6415
C (-0.4048, 3.0681, -3.7212)  -0.6347
C (-0.4637, 2.3137, -2.5600)  -0.5977
H (-1.1414, -1.6008, -3.5938)  0.4481
H (-0.5564, -1.0973, -5.9385)  0.4331
H (-1.7225, 0.7236, -7.1407)  0.4040
H (-3.4560, 2.0556, -5.9900)  0.4282
H (-4.0270, 1.5623, -3.6232)  0.3481
H (-3.9259, -2.2436, -3.9453)  0.3196
H (-4.9611, -4.4684, -3.9006)  0.4090
H (-5.3626, -5.6110, -1.7456)  0.3864
H (-4.7353, -4.5024, 0.3755)  0.4008
H (-3.7147, -2.2642, 0.3416)  0.3522
H (-1.0437, 0.9896, 2.7738)  0.3516
H (-2.7496, 1.4410, 4.4851)  0.4658
H (-4.5125, 3.1234, 4.0608)  0.3994
H (-4.5900, 4.3153, 1.8988)  0.4345
H (-2.9399, 3.8185, 0.1560)  0.6227
H (-0.9612, 4.8287, -0.3282)  0.5832
H (-0.8961, 6.1457, -2.3955)  0.4326
H (-0.5309, 5.0309, -4.5710)  0.4320
H (-0.2334, 2.5758, -4.6689)  0.4768
H (-0.3248, 1.2423, -2.6106)  0.5473
N (2.2791, -2.1393, 1.5304)  -0.2565
C (3.5571, -2.5280, 2.0563)  0.0693
C (4.3991, -3.3432, 1.3210)  -0.4922
C (5.6571, -3.6549, 1.8199)  -0.6627
C (6.0472, -3.1555, 3.0519)  -0.8767
C (5.1845, -2.3500, 3.7819)  -0.8389
C (3.9222, -2.0166, 3.3003)  0.6566
C (3.0050, -1.1267, 4.0609)  0.9541
C (2.9854, -1.2286, 5.4526)  -0.9598
C (2.1859, -0.3984, 6.2202)  -0.7643
C (1.3967, 0.5566, 5.6014)  -0.9251
C (1.3968, 0.6623, 4.2164)  -0.8147
C (2.1768, -0.1797, 3.4254)  1.0558
H (2.0082, -2.6086, 0.6698)  0.4987
H (1.5418, -2.3622, 2.1986)  0.3387
H (4.0636, -3.7601, 0.3764)  0.5409
H (6.3193, -4.2950, 1.2525)  0.4314
H (7.0261, -3.3902, 3.4474)  0.4246
H (5.5070, -1.9448, 4.7320)  0.5143
H (3.5932, -1.9808, 5.9400)  0.5388
H (2.1849, -0.4975, 7.2976)  0.3980
H (0.7821, 1.2243, 6.1916)  0.4467
H (0.7965, 1.4358, 3.7537)  0.4111
N (5.9716, 1.3242, -0.4127)  -0.4298
C (5.0029, 0.4999, -0.0231)  0.9423
N (4.6144, -0.4682, -0.8588)  -0.2999
S (4.3182, 0.7102, 1.5177)  -0.4060
H (6.4611, 1.2128, -1.2854)  0.1980
H (6.2063, 2.1092, 0.1696)  0.2042
H (5.0858, -0.6195, -1.7371)  0.2236
H (4.1027, -1.2444, -0.4846)  0.1418

Atoms 1-3, force components in eV/Å:
0.12 0.30 -0.13
0.06 0.08 -0.01
0.06 0.02 0.05